Entry a
Below is a cluster of 2 separate species, C4H12NO2P in total, with properties calculated with the ωB97M-V functional and the def2-TZVPD basis.

Last column: natural (NBO) charge in e.
Element x y z (Å)
1 C 2.18 0.50 1.52  -0.69
2 C 3.55 -0.11 -0.64  -0.67
3 C -3.57 0.70 -0.99  -0.98
4 C 2.17 -0.04 0.11  0.36
5 N 1.09 -0.45 -0.38  -0.68
6 O -4.12 -1.12 0.54  -1.01
7 O -1.63 -0.59 -0.09  -1.05
8 P -2.95 0.11 0.57  1.29
9 H 2.12 1.61 1.46  0.23
10 H 3.13 0.17 2.00  0.22
11 H 1.33 0.31 2.20  0.24
12 H 4.29 -0.35 0.01  0.22
13 H 3.41 -0.81 -1.51  0.22
14 H 3.77 0.90 -0.97  0.23
15 H -4.53 0.38 -1.04  0.24
16 H -3.50 1.69 -1.16  0.22
17 H -2.92 0.09 -1.78  0.24
18 H 1.07 -0.77 -1.30  0.35
19 H -0.70 -0.45 0.26  0.53
20 H -4.19 -1.77 1.18  0.49

Summary:
Charge: 0
Structure (SMILES): CC(C)=N.CP(O)O
HOMO energy in Ha: -0.3051
HOMO-LUMO gap in eV: 9.10
Spin multiplicity: 1

---

Entry b
Below is a structure of composition C4H12NO2P, with properties calculated with the ωB97M-V functional and the def2-TZVPD basis.

Last column: natural (NBO) charge in e.
Element x y z (Å)
1 C 0.10 -0.88 1.65  -0.44
2 C 1.98 0.72 1.65  -0.44
3 C -2.31 0.27 -1.08  -0.26
4 C 1.37 0.60 -2.29  -0.96
5 N 1.17 -0.29 0.90  -0.61
6 O -0.28 2.05 -0.34  -1.09
7 O -1.00 -0.02 -1.54  -0.82
8 P 0.16 0.74 -0.82  2.13
9 H -0.29 -0.26 2.53  0.17
10 H -0.66 -1.26 1.02  0.19
11 H 0.52 -1.80 2.14  0.19
12 H 1.23 1.66 1.71  0.19
13 H 2.09 0.38 2.65  0.20
14 H 2.81 1.03 1.10  0.20
15 H -2.66 1.29 -1.41  0.20
16 H -2.37 0.07 -0.05  0.19
17 H -2.92 -0.26 -1.75  0.20
18 H 1.71 -0.37 -2.41  0.25
19 H 0.65 0.74 -3.17  0.24
20 H 2.06 1.44 -2.23  0.25

Summary:
Charge: 0
HOMO energy in Ha: -0.2999
HOMO-LUMO gap in eV: 8.85
Spin multiplicity: 1

---

Entry c
Below is an isolated molecule of C4H12NO2P, with properties calculated with the ωB97M-V functional and the def2-TZVPD basis.

Last column: natural (NBO) charge in e.
Element x y z (Å)
1 C 2.27 -0.46 1.35  -0.61
2 C 1.03 0.19 1.94  -0.40
3 C -0.24 -0.55 1.31  -0.73
4 C -1.09 0.53 -2.38  -0.41
5 N -0.62 -0.23 -3.39  -0.79
6 O -1.47 1.61 0.04  -0.98
7 O -2.31 -0.71 -0.30  -1.00
8 P -0.93 0.15 -0.40  1.54
9 H 3.14 -0.19 1.89  0.21
10 H 2.09 -1.54 1.30  0.20
11 H 2.44 -0.16 0.31  0.20
12 H 1.05 1.23 1.85  0.20
13 H 1.02 -0.20 3.02  0.20
14 H -1.05 -0.35 2.08  0.23
15 H 0.12 -1.49 1.00  0.22
16 H -0.76 1.68 -2.45  0.18
17 H 0.12 0.15 -3.91  0.37
18 H -1.25 1.67 0.97  0.49
19 H -0.73 -1.20 -3.31  0.38
20 H -2.87 -0.13 -0.92  0.51

Summary:
Charge: 0
Structure (SMILES): CCCP(O)(O)=CN
HOMO energy in Ha: -0.2445
HOMO-LUMO gap in eV: 7.35
Spin multiplicity: 1

---

Entry d
Below is a cluster of 2 separate species, C4H12NO2P in total, with properties calculated with the ωB97M-V functional and the def2-TZVPD basis.

Last column: natural (NBO) charge in e.
Element x y z (Å)
1 C 2.05 0.82 1.41  -0.61
2 C 0.34 -0.72 1.90  -0.63
3 C 0.39 -1.03 -1.26  -0.12
4 C 1.42 -0.38 0.80  0.10
5 N -3.00 0.69 -2.65  -1.16
6 O -2.05 1.38 -0.54  -0.99
7 O 0.93 -0.11 -0.45  -0.51
8 P -2.82 0.01 -1.07  0.92
9 H 2.81 1.18 0.71  0.21
10 H 1.33 1.46 1.60  0.20
11 H 2.69 0.63 2.32  0.22
12 H 0.86 -0.72 2.85  0.22
13 H -0.19 -1.69 1.62  0.22
14 H -0.50 0.02 1.76  0.19
15 H 0.56 -2.16 -1.29  0.16
16 H 0.34 -0.61 -2.30  0.16
17 H 2.05 -1.24 0.67  0.16
18 H -3.42 0.08 -3.45  0.40
19 H -2.19 1.13 -2.91  0.38
20 H -1.64 1.27 0.30  0.49

Summary:
Charge: 0
HOMO energy (alpha / beta) in Ha: -0.2680 / -0.2364
HOMO-LUMO gap (alpha / beta) in eV: 8.04 / 7.27
Spin multiplicity: 1

---

The structure with the least stability is entry d.

---

Entry a
Below is an isolated molecule of C4H4OS3, with properties calculated with the ωB97M-V functional and the def2-TZVPD basis.

Last column: natural (NBO) charge in e.
Element x y z (Å)
1 C -1.86 -0.11 -0.91  -0.69
2 C -1.04 -0.01 0.35  -0.14
3 C 0.36 -0.58 0.24  0.45
4 C 1.55 0.37 0.38  -0.41
5 H -1.80 -1.14 -1.29  0.25
6 H -2.91 0.18 -0.69  0.24
7 H -1.45 0.53 -1.69  0.24
8 H 3.77 0.59 0.90  0.14
9 O 0.52 -1.76 0.05  -0.49
10 S -1.55 0.49 1.79  0.13
11 S 2.97 -0.50 0.89  0.17
12 S 1.43 1.93 -0.02  0.10

Summary:
Charge: 0
Structure (SMILES): CC(=S)C(=O)C(=S)S
HOMO energy in Ha: -0.3313
HOMO-LUMO gap in eV: 7.61
Spin multiplicity: 1

---

Entry b
Below is an isolated molecule of C4H4OS3, with properties calculated with the ωB97M-V functional and the def2-TZVPD basis.

Last column: natural (NBO) charge in e.
Element x y z (Å)
1 C 2.28 -0.23 0.22  0.06
2 C -0.05 -0.39 0.62  -0.18
3 C -0.74 0.67 -0.24  -0.18
4 C -2.17 0.35 -0.66  -0.34
5 H 3.21 0.10 0.72  0.19
6 H -0.59 -0.37 1.61  0.24
7 H -0.01 -1.38 0.10  0.25
8 H -2.64 1.20 -1.17  0.22
9 O 1.27 0.02 1.00  -0.47
10 S 2.33 -0.98 -1.19  -0.09
11 S 0.01 2.08 -0.61  0.15
12 S -2.91 -1.06 -0.40  0.14

Summary:
Charge: 0
Structure (SMILES): S=COCC(=S)C=S
HOMO energy in Ha: -0.3326
HOMO-LUMO gap in eV: 6.93
Spin multiplicity: 1

---

The structure with the least stability is entry b.

---

Entry a
Below is an isolated molecule of CH4BrP, with properties calculated with the ωB97M-V functional and the def2-TZVPD basis.

Last column: natural (NBO) charge in e.
Element x y z (Å)
1 C 0.86 -0.29 -0.30  -0.76
2 P -0.87 1.07 0.00  0.39
3 Br -2.48 -0.40 -0.08  -0.23
4 H 1.66 0.34 -0.66  0.21
5 H 0.52 -1.01 -1.03  0.22
6 H 1.06 -0.72 0.67  0.21
7 H -0.75 1.01 1.40  -0.04

Summary:
Charge: 0
Structure (SMILES): CPBr
HOMO energy in Ha: -0.3386
HOMO-LUMO gap in eV: 9.90
Spin multiplicity: 1

---

Entry b
Below is a structure of composition CH4BrP, with properties calculated with the ωB97M-V functional and the def2-TZVPD basis.

Last column: natural (NBO) charge in e.
Element x y z (Å)
1 C 0.68 0.09 0.23  -1.00
2 P -0.78 0.63 -0.57  0.57
3 Br -1.26 -1.25 -1.70  -0.27
4 H 0.78 -0.95 0.59  0.26
5 H 0.84 0.86 1.35  0.23
6 H 1.51 0.47 -0.36  0.24
7 H -1.78 0.14 0.46  -0.03

Summary:
Charge: 0
HOMO energy in Ha: -0.3483
HOMO-LUMO gap in eV: 10.02
Spin multiplicity: 1

---

Entry c
Below is a cluster of 2 separate species, CH4BrP in total, with properties calculated with the ωB97M-V functional and the def2-TZVPD basis.

Last column: natural (NBO) charge in e.
Element x y z (Å)
1 C -0.48 -0.63 -0.36  -0.83
2 P 0.55 0.54 -1.35  0.50
3 Br -0.96 0.61 -2.92  -0.22
4 H 0.02 -1.49 0.22  0.25
5 H -1.13 -1.91 -1.60  0.12
6 H -1.31 -0.03 0.03  0.22
7 H 0.03 1.82 -0.79  -0.03

Summary:
Charge: 0
HOMO energy in Ha: -0.3463
HOMO-LUMO gap in eV: 8.87
Spin multiplicity: 1

---

The structure with the least stability is entry c.